The following is a DFT calculation (ωB97M-V/def2-TZVPD) of a structure of composition C26H19Cl2F12IrNO6PS2 in a non-equilibrium geometry.

Each line ends with the Löwdin spin population.
Positions of all 70 atoms, in Å:
S  1.62066  3.59539  -2.19997  0.001
C  -2.12274  -1.16681  2.43163  0.003
C  -3.94764  2.50789  -0.22347  0.004
C  -0.19744  -1.69541  -3.87217  0.000
C  -1.83204  -3.92391  2.31923  0.000
H  4.81616  0.98269  -0.33767  0.000
O  0.64606  4.42809  0.26673  0.000
P  -1.24484  -0.68201  -0.11147  0.012
S  2.02796  4.78479  0.18053  0.000
H  -0.85554  -3.31421  -5.11267  0.000
F  0.34936  5.94469  -1.92207  0.000
H  -2.65344  -3.12631  -1.24697  0.000
F  3.23776  0.24069  1.56273  0.004
H  -3.91994  3.57829  -0.10917  0.000
C  -1.18504  -1.60241  -1.67137  -0.003
C  -1.84324  -3.31911  -3.21287  0.000
C  -1.49224  -3.16231  1.21643  0.002
C  -5.10834  1.84919  -0.50557  -0.001
O  2.46896  6.07259  0.55243  0.000
C  2.28776  -3.27681  1.36063  -0.001
C  -2.45094  -1.93381  3.53013  0.000
O  -0.45594  2.23999  0.82163  0.001
O  1.17466  -1.24431  0.83743  -0.014
F  3.25566  -3.81001  2.10513  0.000
F  4.06616  3.16309  0.89033  0.000
H  -2.22454  -0.09181  2.46933  0.000
H  -6.07544  -0.05551  -0.80477  0.000
C  -1.66174  -1.77901  1.25903  0.003
F  1.19906  -4.02371  1.54153  0.000
C  0.13056  4.74709  -2.43907  0.000
Ir  1.07436  0.72299  -0.13017  0.840
Cl  4.64796  2.54489  -2.13217  0.001
C  4.63276  0.91769  -1.41067  0.011
H  1.30216  -0.69561  3.46373  0.000
C  -2.76264  0.33259  -0.22577  0.008
O  1.03086  2.37649  -1.62487  0.004
H  -2.54004  -3.91391  4.33823  0.000
H  -4.00014  -1.35201  -0.59597  0.001
H  5.38416  0.29289  -1.89507  0.001
F  2.62726  -3.40421  0.08133  0.000
F  -0.05904  4.88249  -3.74477  0.000
H  -1.70294  -4.99431  2.27973  0.000
H  0.47696  -1.28811  -4.60917  0.000
C  -2.73404  1.77579  -0.02667  0.012
O  2.16916  3.39529  -3.49047  0.000
F  -0.97494  4.22239  -1.91817  0.000
H  0.51476  -2.25131  3.18743  0.000
C  3.42026  -1.09431  1.69683  0.000
C  -0.32554  -1.08421  -2.64137  -0.002
N  2.62336  4.28239  -1.21477  0.000
F  3.13906  4.14859  2.56843  0.000
Cl  3.06726  0.13409  -1.69537  0.017
F  4.15886  -1.45131  0.64173  0.000
C  -1.56434  2.20689  0.43203  0.083
C  1.46896  -1.73091  3.17783  0.000
H  -1.09594  -3.63431  0.33093  0.000
C  2.91166  3.60269  1.38993  0.000
C  -0.95284  -2.82481  -4.15627  0.000
F  2.13476  2.51179  1.58583  0.006
C  -2.30634  -3.31491  3.47343  0.003
H  -2.45744  -4.17531  -3.44857  0.000
C  -1.96004  -2.72261  -1.96927  -0.001
F  4.15756  -1.29021  2.77863  0.000
H  -6.02594  2.40389  -0.61837  0.000
H  0.23906  -0.18391  -2.40547  -0.001
H  -2.80044  -1.46191  4.43533  0.000
H  2.15556  -2.19691  3.88103  0.000
C  -3.97264  -0.27731  -0.49067  0.001
C  -5.14344  0.45289  -0.61987  0.003
C  2.03206  -1.79101  1.74593  -0.001

Properties
multiplicity = 2
energy relative to the best compared isomer or geometry (same formula, charge and spin) = 451.8 kJ/mol
net charge = +1
gap between HOMO and LUMO (spin up / spin down) = 6.171 / 6.066 eV